# 1
86
Properties=species:S:1:pos:R:3:forces:R:3 method="wB97M-V/def2-TZVPD" homo_lumo_gap_ev=7.25 relative_energy_ev=25.096 e_tot_ev=-74620.1330 multiplicity=1 lumo_energy_ev=-0.104 molar_mass_g_mol=710.544
C -1.61318 -2.55977 2.97039 -2.81 0.46 1.85
C -0.88794 -1.72091 2.04244 -0.10 0.59 -0.81
O -0.29887 -2.61164 1.16415 0.24 -2.89 -0.69
C -0.62499 -3.89718 1.48382 0.12 -0.37 -1.58
O -0.40649 -4.87512 0.80184 -0.11 1.70 1.47
O -1.28550 -3.84159 2.63232 0.13 -3.10 0.66
H -2.69419 -2.46295 2.86970 -0.18 0.07 -0.06
H -1.32854 -2.25872 3.97858 -0.62 -1.48 -0.43
H -0.02425 -1.30510 2.56134 -3.00 -1.10 -1.40
H -1.53642 -1.03096 1.50250 0.11 0.27 0.01
C -0.20937 -1.21186 -5.98198 -0.80 -1.40 0.32
C 0.94405 -2.10367 -5.57789 1.17 0.46 -0.82
O 1.05907 -1.91258 -4.20790 1.80 -0.42 1.36
C -0.00067 -1.34796 -3.69739 -0.73 -1.69 0.03
O -0.29403 -1.32130 -2.53637 7.31 -5.58 -7.76
O -0.77291 -0.88333 -4.70267 -0.59 0.99 0.04
H -0.93078 -1.86665 -6.47078 -0.26 0.63 -0.38
H 0.08121 -0.35411 -6.58856 -0.26 0.11 0.38
H 1.84620 -1.68715 -6.02595 0.23 -0.74 -0.16
H 0.80922 -3.17816 -5.70190 0.00 0.16 -0.63
C 1.06812 -0.42433 0.75152 -0.11 0.46 -1.16
C 0.83080 1.02080 0.46855 -1.75 -0.82 3.15
O -0.37793 1.00483 -0.29541 0.22 0.77 1.87
C -0.61946 -0.14902 -0.76269 -0.93 -2.13 -1.32
O -1.47477 -0.29467 -1.65111 3.50 15.89 9.10
O 0.32366 -1.11025 -0.25139 -1.72 3.02 -2.69
H 0.66135 -0.64131 1.73923 1.27 0.51 -3.40
H 2.14327 -0.58472 0.67121 -0.32 -1.02 -0.07
H 1.67378 1.65784 0.20084 -1.86 -1.33 -0.89
H 0.43577 1.41884 1.40321 0.24 0.30 0.06
C -1.33714 3.11316 -1.57056 -0.91 -1.06 2.31
C -0.04402 3.21850 -0.77631 -0.93 0.38 2.23
O 0.55626 4.35043 -1.32139 -0.20 1.08 -2.28
C -0.01461 4.50628 -2.56531 2.42 2.11 -3.49
O 0.40967 5.20575 -3.49472 -0.91 -1.50 3.22
O -1.06218 3.69707 -2.76275 0.88 1.19 -1.67
H -2.10456 3.74702 -1.12628 -0.39 -0.49 0.50
H -1.61822 2.06720 -1.69320 -0.77 0.50 0.06
H 0.60804 2.35426 -0.64977 -0.28 2.65 -1.90
H -0.28705 3.42573 0.26585 -0.19 0.34 0.00
C -0.86236 0.08152 5.17285 -1.84 0.21 1.02
C -0.49728 1.31527 4.42339 -2.14 -0.40 0.14
O 0.68488 0.94586 3.81333 -0.20 -3.78 -1.06
C 0.65188 -0.43375 3.65222 4.05 0.47 2.62
O 1.50786 -1.06883 3.04723 0.32 1.49 3.74
O -0.28006 -0.98967 4.44201 1.72 2.05 1.61
H -1.93128 -0.13168 5.18046 -0.04 0.22 0.16
H -0.55047 0.30917 6.19217 0.59 -1.43 0.23
H -0.46554 2.16194 5.10913 0.72 -0.19 -0.25
H -1.26324 1.48828 3.66743 -0.01 0.27 -0.25
C -0.41078 4.12628 3.31422 -1.56 1.15 0.44
O 0.54915 3.91863 2.32088 0.17 -0.59 -1.11
C 1.52361 3.03665 2.50748 2.88 0.28 2.74
O 1.91522 2.63825 3.59490 0.10 2.21 -1.52
O 2.13871 2.77403 1.36829 2.19 1.62 -0.24
C 3.26999 1.81611 1.32279 0.77 1.53 3.51
H -0.82920 3.24387 3.79833 0.60 0.68 -0.55
H -1.23664 4.60373 2.78687 -0.10 -0.11 -0.15
H -0.14502 4.88133 4.05407 0.65 -0.27 0.15
H 3.94655 1.88832 0.47125 -1.64 1.97 1.34
H 2.82265 0.82683 1.41920 0.73 0.33 0.25
H 3.98636 1.99092 2.12551 -0.73 0.12 0.90
C 4.59186 0.31369 -0.42353 1.19 -2.34 0.24
O 3.41444 0.98405 -0.74819 0.43 -0.88 -1.42
C 2.86138 0.99052 -1.93204 0.87 -0.76 -3.21
O 3.37479 0.81055 -3.00306 0.68 -0.37 0.08
O 1.62433 1.27952 -1.75748 -1.67 0.01 -0.56
C 0.59425 1.07284 -2.71374 -1.01 0.94 -1.18
H 5.28145 0.07015 -1.23177 -0.39 0.36 -0.21
H 4.30538 -0.60487 0.08859 -0.17 -0.57 -0.51
H 5.14265 0.74367 0.41304 0.09 0.92 -0.54
H -0.01612 0.18524 -2.54727 2.40 1.22 -0.40
H 0.89366 1.15335 -3.75872 0.33 0.33 0.25
H -0.26018 1.69681 -2.45165 1.46 0.68 -0.87
C -2.39925 -1.66904 -2.03583 -3.31 -3.93 0.80
O -2.88122 -3.00152 -1.99635 -3.04 -2.97 0.67
C -3.43904 -3.54440 -0.84519 2.17 1.44 -1.63
O -3.73640 -2.96153 0.18199 0.05 -0.38 -0.93
O -3.40646 -4.87194 -1.03683 -0.67 0.74 -0.14
C -3.73359 -5.69623 0.05110 -0.75 -0.50 1.07
H -3.10403 -0.91436 -1.68675 -1.34 -1.30 0.77
H -2.17483 -1.23916 -3.01202 -1.21 -2.00 -0.57
H -1.43901 -1.61393 -1.52301 -3.21 -6.08 0.24
H -3.91030 -5.18243 0.99602 1.37 0.52 0.11
H -2.96729 -6.47141 0.05028 -0.26 0.06 0.49
H -4.74387 -6.10533 0.04317 -0.11 -0.52 -1.31

# 2
86
Properties=species:S:1:pos:R:3:forces:R:3 method="wB97M-V/def2-TZVPD" homo_lumo_gap_ev=11.20 smiles="COC(=O)OC.COC(=O)OC.COC(=O)OC.O=C1OCCO1.O=C1OCCO1.O=C1OCCO1.O=C1OCCO1.O=C1OCCO1" relative_energy_ev=0.780 e_tot_ev=-74644.4493 multiplicity=1 lumo_energy_ev=0.429 molar_mass_g_mol=710.544
C -2.50712 -3.63306 1.91010 -0.93 -0.17 0.66
O -1.51696 -4.53134 2.43309 -0.04 0.09 -0.27
C -1.88507 -5.79824 2.60065 0.20 -0.38 0.07
O -2.98788 -6.26272 2.53341 -0.25 0.10 -0.16
O -0.78275 -6.49783 2.87970 0.78 0.31 0.12
C -0.95253 -7.90376 2.96854 -1.47 -0.40 -0.22
H -2.35376 -3.44009 0.85679 0.38 0.14 0.02
H -2.46060 -2.74176 2.52977 0.21 0.23 -0.36
H -3.50533 -4.05323 2.04467 0.13 -0.14 0.00
H -0.02559 -8.39482 3.22664 0.25 0.31 0.03
H -1.34829 -8.27206 2.01775 0.32 -0.07 -0.01
H -1.74173 -8.13024 3.69058 0.28 -0.04 0.17
C -1.73645 3.71421 1.23875 -0.81 -0.19 -0.39
O -2.98719 4.06047 0.60757 0.04 0.50 0.12
C -3.68559 3.03511 0.15026 0.10 -0.37 -0.11
O -3.23240 1.97746 -0.21673 -0.06 0.01 0.06
O -4.98086 3.34599 0.18594 0.17 0.28 -0.05
C -5.87361 2.33047 -0.22655 -0.41 -0.80 0.04
H -1.36555 4.63161 1.67811 -0.01 -0.02 0.13
H -1.01927 3.32626 0.51878 -0.06 -0.03 -0.06
H -2.02962 2.95619 1.96395 0.71 0.00 0.27
H -6.87182 2.74219 -0.11667 0.02 0.10 -0.13
H -5.80383 1.43292 0.39518 0.17 0.22 0.18
H -5.69959 1.97902 -1.24114 0.10 0.34 -0.19
C -2.42247 -1.74723 -2.02796 -0.28 0.37 0.73
O -2.60736 -1.88731 -3.43094 0.05 -0.15 -0.28
C -3.03281 -0.87378 -4.18721 0.34 -0.24 0.42
O -2.95404 -0.89627 -5.37968 -0.20 0.08 -0.25
O -3.51180 0.14103 -3.45435 -0.32 -0.36 0.03
C -4.03938 1.21044 -4.21989 -0.93 0.32 -0.62
H -3.35814 -1.63913 -1.47204 -0.11 -0.03 -0.31
H -1.82207 -0.87481 -1.77394 0.14 -0.11 -0.15
H -1.92734 -2.64454 -1.67515 0.14 -0.01 -0.20
H -4.45357 1.93600 -3.52970 0.45 0.17 0.23
H -4.88687 0.90107 -4.84198 0.25 -0.36 0.06
H -3.29917 1.63233 -4.89584 0.06 0.11 0.19
O 3.09734 3.56937 1.50977 0.00 -0.34 0.37
C 3.63906 3.87585 0.50117 -0.17 0.29 -0.79
O 3.99341 5.13876 0.18640 0.14 0.13 0.35
C 4.53414 5.20943 -1.11570 -0.45 -0.48 -1.34
C 4.38244 3.76599 -1.65604 1.11 -0.06 -0.01
O 3.91963 3.03088 -0.52054 -0.09 0.06 0.21
H 3.96819 5.90771 -1.73245 -0.13 0.10 0.28
H 5.57541 5.52258 -1.14262 0.03 0.01 0.50
H 5.36822 3.39240 -1.94887 -0.11 -0.19 0.18
H 3.74457 3.57469 -2.51344 -0.44 0.35 0.20
O 3.55390 0.96750 -2.99203 -0.06 0.38 0.03
C 4.19437 0.24855 -2.29489 -0.19 -0.68 -0.15
O 5.46738 -0.11996 -2.54585 0.33 0.27 0.05
C 5.84492 -1.16594 -1.65059 0.19 -0.11 0.48
C 4.80518 -1.02788 -0.52862 0.04 -0.90 -1.07
O 3.71910 -0.39412 -1.20861 0.15 0.67 0.12
H 5.85492 -2.11019 -2.19565 -0.38 -0.03 0.06
H 6.84907 -1.02973 -1.24981 0.02 0.36 -0.27
H 5.21125 -0.41770 0.27293 -0.39 0.05 0.24
H 4.42005 -1.99830 -0.23021 0.20 0.10 0.55
O 3.12557 -0.88396 4.06941 0.38 0.30 -0.23
C 2.30909 -1.73774 4.17192 -0.23 -0.20 0.35
O 2.40483 -2.97426 3.64493 0.01 0.20 -0.05
C 1.14340 -3.61486 3.75433 -0.98 -0.48 0.09
C 0.39565 -2.82537 4.83930 1.27 0.38 -0.23
O 1.16516 -1.59433 4.87336 -0.38 -0.08 -0.25
H 0.58229 -3.57137 2.82291 0.33 0.14 -0.19
H 1.26480 -4.66620 4.00305 0.20 0.04 0.06
H 0.50178 -3.26015 5.82974 -0.40 -0.14 0.02
H -0.61925 -2.58436 4.54914 -0.15 -0.10 0.23
O -0.63817 -1.67150 0.44061 0.23 -0.25 0.49
C 0.02976 -0.74862 0.80654 -0.24 0.83 -1.40
O -0.47311 0.40890 1.26527 0.31 -0.21 0.88
C 0.63998 1.19255 1.84083 -1.09 -0.99 -1.17
C 1.79381 0.66848 0.99686 0.19 0.59 0.99
O 1.35757 -0.63723 0.59874 0.01 -0.16 0.32
H 0.34426 2.20438 1.61159 0.47 0.32 0.52
H 0.69594 0.91987 2.88982 0.14 0.36 0.15
H 2.67967 0.57875 1.61851 0.20 -0.10 -0.21
H 1.98575 1.34254 0.16581 0.05 -0.41 -0.34
O -1.32390 5.16509 -1.84896 -0.07 0.41 0.00
C -1.05520 4.06241 -2.18580 0.26 -0.56 0.02
O -1.89159 3.21407 -2.80833 -0.13 0.15 0.05
C -1.30373 1.91539 -2.95129 0.68 0.53 0.25
C 0.14384 2.11989 -2.45977 -0.07 0.42 -0.37
O 0.15206 3.47647 -1.97910 -0.17 -0.16 0.29
H -1.85422 1.22593 -2.31786 -0.01 0.03 -0.23
H -1.33768 1.68577 -4.01273 -0.05 -0.40 0.11
H 0.88916 2.08545 -3.25119 -0.02 -0.31 -0.02
H 0.41836 1.43356 -1.66247 0.03 0.08 0.09